20
Properties=species:S:1:pos:R:3:mulliken_charge:R:1 method="wB97M-V/def2-TZVPD" smiles="C=CCNC.O.O" relative_energy_kcal_mol=74.8 homo_ev=-8.34 lumo_energy_ev=0.5120 homo_lumo_gap_ev=8.85 spin_multiplicity=1 energy_ha=-365.3233
C -0.33679 0.85922 2.01000 -0.68
C -0.92306 1.59804 1.00652 -0.30
C -0.88946 1.36464 -0.43237 -0.15
N 0.26431 0.59897 -0.99412 -0.41
C 0.28334 0.43500 -2.43945 -0.81
H -0.18784 1.29613 2.99282 0.25
H 0.04684 -0.13686 1.93600 0.14
H -1.70390 2.13530 1.47312 0.32
H -1.80629 0.71932 -0.70807 0.26
H -0.98724 2.44056 -0.91974 0.26
H 0.13231 -0.39932 -0.67422 0.35
H 0.07067 1.40459 -2.93924 0.29
H 1.29876 0.01694 -2.80479 0.28
H -0.76583 -0.06612 -2.75708 0.26
O 2.53895 -2.04082 1.14793 -0.58
H 2.56593 -2.92504 1.45746 0.30
H 3.12670 -1.61988 1.69084 0.28
O -1.11127 -1.85353 -0.01677 -0.69
H -1.22144 -1.28193 0.72108 0.30
H -0.39470 -2.54521 0.25008 0.34



20
Properties=species:S:1:pos:R:3:mulliken_charge:R:1 method="wB97M-V/def2-TZVPD" smiles=CN[C@H](C)CO.O relative_energy_kcal_mol=42.2 homo_ev=-9.13 lumo_energy_ev=0.8732 homo_lumo_gap_ev=10.00 spin_multiplicity=1 energy_ha=-365.3752
C -0.66826 1.54659 -0.99807 -0.99
N 0.19237 0.95285 0.10853 -0.42
C 0.63734 -0.53224 0.00904 0.33
C 1.04856 -0.93568 -1.46773 -1.37
C -0.51113 -1.37179 0.48895 -0.58
O -0.28752 -2.70054 0.20795 -0.52
H 0.01218 2.31372 -1.31038 0.43
H -1.57540 1.90974 -0.60077 0.26
H -0.75296 0.96028 -1.97622 0.28
H 0.97553 1.62703 0.21612 0.32
H 1.53608 -0.59286 0.69050 0.31
H 0.28505 -1.44865 -2.01252 0.33
H 1.98726 -1.48084 -1.48997 0.31
H 1.20044 0.06101 -2.01060 0.36
H -0.61446 -1.23325 1.57089 0.43
H -1.52764 -1.24489 -0.05190 0.15
H -0.31116 -3.20296 1.02233 0.35
O -0.66940 1.47686 2.70937 -0.66
H -0.56390 1.62747 1.73123 0.39
H -0.39297 2.26816 3.16325 0.29



20
Properties=species:S:1:pos:R:3:mulliken_charge:R:1 method="wB97M-V/def2-TZVPD" smiles="C/C=C/NC.O.O" relative_energy_kcal_mol=108.8 homo_ev=-6.56 lumo_energy_ev=0.3082 homo_lumo_gap_ev=6.87 spin_multiplicity=1 energy_ha=-365.2690
C -1.79866 0.93661 -2.44347 -0.75
C -1.31733 1.05919 -1.07178 -0.36
C -1.50262 0.18136 -0.00741 -0.25
N -0.30647 -0.24010 0.66128 0.04
C -0.51744 -1.31955 1.58078 -0.79
H -1.70530 1.89831 -2.95409 0.28
H -1.18280 0.08642 -2.81016 0.18
H -2.94576 0.78358 -2.32143 0.23
H -0.54039 1.76225 -0.76420 0.35
H -2.54249 0.12721 0.65469 0.13
H 0.62136 -0.08108 0.24715 0.11
H 0.37746 -1.66995 2.22257 0.21
H -1.42763 -1.19672 2.22230 0.29
H -0.50709 -2.30710 1.10119 0.31
O 1.90128 -0.62019 -0.98065 -0.65
H 2.54675 -0.17526 -1.77526 0.33
H 1.97552 -1.49629 -1.35839 0.29
O 2.38701 0.45926 1.98539 -0.63
H 2.17727 0.26928 2.95984 0.34
H 1.80837 -0.17815 1.56022 0.34



20
Properties=species:S:1:pos:R:3:mulliken_charge:R:1 method="wB97M-V/def2-TZVPD" smiles="CC/C=C/N.O.O" relative_energy_kcal_mol=48.0 homo_ev=-7.83 lumo_energy_ev=0.6166 homo_lumo_gap_ev=8.45 spin_multiplicity=1 energy_ha=-365.3659
C 3.65351 0.79575 0.63462 -1.02
C 2.62655 0.88534 -0.61567 -0.56
C 1.32537 1.24063 0.02407 -0.42
C 0.23569 0.46770 -0.04939 -0.09
N -0.92134 0.70477 0.74271 -0.44
H 3.42440 0.04218 1.28520 0.37
H 3.67502 1.68111 1.31380 0.30
H 4.64530 0.56861 0.07358 0.25
H 2.94356 1.57783 -1.40659 0.31
H 2.52476 -0.08286 -1.07500 0.30
H 1.35334 2.29585 0.34091 0.26
H 0.12463 -0.40558 -0.73517 0.26
H -1.84250 0.24570 0.41837 0.24
H -1.06941 1.60049 0.95856 0.19
O -2.06904 -1.95192 -1.69699 -0.61
H -2.45026 -2.45551 -2.36575 0.27
H -2.07981 -2.57580 -0.93680 0.34
O -3.54040 -1.34915 1.08446 -0.66
H -3.86822 -0.81360 0.29827 0.35
H -3.10260 -0.53970 1.57010 0.34



20
Properties=species:S:1:pos:R:3:mulliken_charge:R:1 method="wB97M-V/def2-TZVPD" smiles="C=CCCN.O.O" relative_energy_kcal_mol=31.2 homo_ev=-9.16 lumo_energy_ev=0.7752 homo_lumo_gap_ev=9.93 spin_multiplicity=1 energy_ha=-365.3927
C 1.77762 1.79558 -0.86006 -0.84
C 0.98702 1.60846 0.18658 -0.05
C -0.41525 1.06372 0.10011 -0.43
C -0.73739 0.07326 1.25277 -0.49
N -1.11792 -1.27404 0.84166 -0.66
H 1.42860 1.53971 -1.85472 0.23
H 2.76546 2.23408 -0.81988 0.26
H 1.32125 1.91434 1.17530 0.29
H -1.10623 1.90122 0.08206 0.27
H -0.52056 0.51673 -0.84168 0.28
H -1.54770 0.47833 1.85043 0.33
H 0.14108 0.02454 1.90312 0.32
H -2.03734 -1.21972 0.42150 0.25
H -0.47248 -1.59604 0.13301 0.24
O -3.70894 0.31678 -5.22630 -0.64
H -3.10215 -0.44362 -5.19151 0.32
H -4.55961 -0.07925 -5.45818 0.32
O 3.51877 -2.43631 3.99688 -0.64
H 2.80402 -2.90379 3.55745 0.32
H 3.82048 -2.99666 4.71630 0.32



20
Properties=species:S:1:pos:R:3:mulliken_charge:R:1 method="wB97M-V/def2-TZVPD" smiles="CC/C=C/N.O.O" relative_energy_kcal_mol=43.2 homo_ev=-7.85 lumo_energy_ev=0.7006 homo_lumo_gap_ev=8.55 spin_multiplicity=1 energy_ha=-365.3737
C 2.57354 -0.25326 -0.79849 -1.01
C 1.93515 -0.81560 0.61789 -0.64
C 0.56232 -0.39172 0.72023 -0.63
C 0.17860 0.83332 1.24986 0.03
N -1.05191 1.23810 1.60354 -0.42
H 1.89040 -0.69934 -1.59188 0.22
H 3.55137 -0.50822 -1.04302 0.40
H 2.37214 0.78757 -0.81822 0.30
H 2.10852 -1.99355 0.65055 0.25
H 2.55150 -0.33476 1.39834 0.28
H -0.15617 -1.09658 0.30093 0.61
H 1.00907 1.53518 1.39548 0.29
H -1.28946 2.17773 1.84783 0.19
H -1.71242 0.51483 1.88081 0.21
O -0.86576 -0.59929 -2.40554 -0.68
H -1.37770 0.16045 -2.37279 0.29
H -0.48592 -0.69563 -1.47497 0.32
O -4.00743 0.32395 -0.18529 -0.66
H -4.67240 -0.31340 -0.60390 0.33
H -3.11345 0.13022 -0.37135 0.32



20
Properties=species:S:1:pos:R:3:mulliken_charge:R:1 method="wB97M-V/def2-TZVPD" smiles=C[C@H](N)CCO.O relative_energy_kcal_mol=16.5 homo_ev=-9.28 lumo_energy_ev=0.6818 homo_lumo_gap_ev=9.96 spin_multiplicity=1 energy_ha=-365.4161
C -1.84423 0.11269 -0.08192 -1.47
C -0.40669 0.01841 -0.59765 0.74
N -0.40106 0.28593 -2.04649 -0.71
C 0.22515 -1.32690 -0.22254 -0.65
C 0.50042 -1.37982 1.26663 -0.44
O 1.31790 -2.50279 1.56859 -0.51
H -2.34839 1.00564 -0.45158 0.44
H -1.76166 0.26563 0.99846 0.40
H -2.42949 -0.79880 -0.14992 0.33
H 0.14739 0.86954 -0.18837 0.00
H -1.19527 -0.10509 -2.55173 0.25
H 0.44145 -0.05706 -2.50427 0.23
H -0.36468 -2.13519 -0.65359 0.25
H 1.20336 -1.40094 -0.69812 0.28
H 0.97930 -0.41973 1.49813 0.31
H -0.41372 -1.48784 1.86309 0.26
H 1.71124 -2.44956 2.44468 0.30
O 1.80754 3.98005 -0.08833 -0.64
H 1.79884 4.08925 0.86831 0.32
H 1.03260 3.43658 -0.27340 0.32



20
Properties=species:S:1:pos:R:3:mulliken_charge:R:1 method="wB97M-V/def2-TZVPD" smiles="C=NCCC.O.O" relative_energy_kcal_mol=71.0 homo_ev=-8.75 lumo_energy_ev=0.4248 homo_lumo_gap_ev=9.17 spin_multiplicity=1 energy_ha=-365.3294
C -1.14585 -2.76947 2.21298 -0.26
N -0.01707 -2.18254 2.35946 -0.46
C 0.90272 -1.32566 1.50414 -0.74
C 0.18687 -0.76276 0.28324 0.01
C -0.85786 0.13951 0.82593 -1.25
H -2.05102 -2.31146 1.52286 0.14
H -1.27802 -3.71319 2.63286 0.33
H 1.77358 -1.95997 1.27382 0.31
H 0.96368 -0.50784 2.09152 0.45
H -0.11740 -1.55087 -0.38869 0.35
H 0.96145 -0.20533 -0.35136 0.00
H -0.56493 1.16297 0.98933 0.38
H -1.35185 -0.24033 1.69760 0.37
H -1.61532 0.27317 0.04127 0.33
O 0.42456 4.38736 -2.34460 -0.68
H 0.55747 3.36505 -2.36407 0.37
H -0.11335 4.66461 -3.17610 0.32
O 0.52989 1.02698 -3.17405 -0.66
H 1.12321 0.62859 -2.48762 0.34
H -0.31890 0.66791 -2.80615 0.33



20
Properties=species:S:1:pos:R:3:mulliken_charge:R:1 method="wB97M-V/def2-TZVPD" relative_energy_kcal_mol=26.2 homo_ev="-13.87 / -13.87" lumo_energy_ev="-3.3513 / -7.9524" homo_lumo_gap_ev="10.52 / 5.92" s2=0.75 spin_multiplicity=2 total_charge=+1 energy_ha=-365.1052
N -0.64088 -1.10649 0.99015 0.04
C -0.16444 -2.23920 0.18829 -0.45
C -0.51630 -1.89588 -1.24321 -0.47
C -1.24857 -0.49453 -1.22569 -0.48
C -1.42237 -0.12315 0.26302 -0.30
H 0.11934 -0.79513 1.58477 0.37
H 0.89218 -2.41095 0.36588 0.33
H -0.77480 -3.10486 0.47374 0.27
H 0.32700 -1.77893 -1.92026 0.29
H -1.15953 -2.62060 -1.73704 0.31
H -0.50355 0.19061 -1.61838 0.22
H -2.13638 -0.56706 -1.83980 0.37
H -0.89418 0.82347 0.39367 0.16
H -2.47360 -0.07132 0.53042 0.33
H 3.39228 1.62290 -0.05433 0.30
H 2.18327 2.19158 -0.82110 0.32
O 2.53287 1.97541 0.02803 -0.61
H 1.58236 3.26343 1.70545 0.33
H 0.06382 3.64536 1.67559 0.30
O 0.84150 3.49532 2.26079 -0.63



21
Properties=species:S:1:pos:R:3:mulliken_charge:R:1 method="wB97M-V/def2-TZVPD" relative_energy_kcal_mol=43.6 homo_ev="0.15 / -3.27" lumo_energy_ev="3.5009 / 3.3854" homo_lumo_gap_ev="3.35 / 6.66" s2=0.76 spin_multiplicity=2 total_charge=-1 energy_ha=-440.6024
C -1.57270 -0.17456 1.79792 -0.90
C -0.44673 0.67287 1.22963 -0.31
C 0.71676 0.13968 0.78183 -0.46
N 1.87013 0.82183 0.52165 -0.66
C 1.87971 1.95347 -0.17310 -0.71
H -2.53806 0.07058 1.37051 0.24
H -1.59967 -0.03721 2.88125 0.31
H -1.39738 -1.23342 1.64249 0.17
H -0.55045 1.73805 1.45530 0.34
H 0.93633 -0.92737 0.82178 0.55
H 1.00387 2.49261 -0.57703 0.31
H 2.84477 2.46347 -0.27971 0.24
H -1.92330 1.12073 -0.93286 0.37
H -0.66753 0.45259 -1.50057 0.36
O -1.54808 0.76624 -1.74698 -0.74
H 1.56839 0.27342 -2.99558 0.25
H 0.32044 -0.69037 -3.02316 0.29
O 1.01866 -0.31780 -2.47950 -0.64
H 0.28228 -2.62421 -0.09484 0.35
H -0.53043 -3.68902 0.67952 0.31
O 0.33300 -3.27160 0.62146 -0.67



21
Properties=species:S:1:pos:R:3:mulliken_charge:R:1 method="wB97M-V/def2-TZVPD" relative_energy_kcal_mol=205.8 homo_ev=-8.81 lumo_energy_ev=-4.3210 homo_lumo_gap_ev=4.49 spin_multiplicity=1 energy_ha=-440.3872
C 0.43013 -0.50216 1.10210 -0.60
C 0.03710 -1.08955 -0.30346 -0.71
C -1.45001 -1.48468 -0.59490 -0.59
O -2.34999 -0.44902 -0.39268 -0.58
N 0.33473 0.85307 1.05371 0.04
C 1.59746 1.40354 0.75520 -0.71
O 2.57677 -0.67388 -0.55092 -0.58
H 1.39786 -0.83897 1.39220 0.41
H -0.27493 -1.08664 1.70744 0.34
H 0.34704 -0.36370 -1.04440 0.55
H 0.53898 -2.06808 -0.33280 0.38
H -1.67061 -2.29374 0.13361 0.36
H -1.48729 -1.97618 -1.61577 0.28
H -1.95490 0.55165 -0.59618 0.39
H -0.41927 1.28320 0.42053 0.47
H 1.49641 2.45474 0.47098 0.31
H 2.30142 1.26079 1.56797 0.34
H 3.48241 -1.00257 -0.71422 0.18
H -1.70927 1.98810 -1.58638 0.23
H 2.02117 0.83664 -0.16951 0.38
O -1.63862 1.81229 -0.67083 -0.91



21
Properties=species:S:1:pos:R:3:mulliken_charge:R:1 method="wB97M-V/def2-TZVPD" smiles="C[C@@H](N)CC=O.O.O" relative_energy_kcal_mol=68.2 homo_ev=-9.72 lumo_energy_ev=0.6388 homo_lumo_gap_ev=10.36 spin_multiplicity=1 energy_ha=-440.6065
C -0.68121 0.53067 2.08516 -1.32
C -0.50230 0.24340 0.62852 0.47
N -0.70477 1.44348 -0.30120 -0.63
C 1.01760 -0.01409 0.41224 -0.56
C 1.65524 -0.95949 1.36165 -0.36
O 2.49076 -0.76170 2.16920 -0.45
H -0.46519 1.53148 2.51744 0.33
H -0.32565 -0.23210 2.72473 0.44
H -1.87018 0.45204 2.44206 0.31
H -1.13690 -0.63756 0.18150 0.17
H -1.66050 1.85609 0.10177 0.23
H 0.09754 2.09895 -0.34412 0.27
H 1.49046 0.91911 0.30169 0.46
H 1.15068 -0.42003 -0.61465 0.34
H 1.36765 -2.02653 1.20314 0.37
O -0.34862 -2.34318 -2.13606 -0.59
H -0.91204 -2.90435 -2.72044 0.30
H -0.45492 -1.47938 -2.41901 0.28
O 0.13664 0.69496 -2.85980 -0.69
H -0.55387 0.39339 -2.21366 0.31
H 0.20959 1.61482 -2.52015 0.33